Density functional theory data (ωB97M-V/def2-TZVPD) for one molecule with the formula C4H2O2.

Structure (XYZ):
```
8
Properties=species:S:1:pos:R:3:forces:R:3
C 0.97605 -0.06289 1.08721 0.0 0.4 0.2
C -0.94432 0.73706 -1.71137 0.1 -0.3 0.6
H -1.14468 1.33494 -2.56941 0.0 0.0 0.0
O 0.92565 1.01262 1.62238 0.1 -0.5 -0.2
C -0.24847 -0.68099 0.41172 -0.3 -0.3 0.1
H 1.88116 -0.69652 1.05825 0.0 0.0 0.2
C -0.72695 0.06789 -0.73317 -0.1 0.3 -0.5
O -0.71844 -1.71211 0.83440 0.2 0.5 -0.2
```
Forces are in eV/Å.

E_tot: -8272.09805 eV
SMILES: C#CC(=O)C=O
relative energy (zero: lowest compared OMol25 entry of this formula, charge and spin): 9.92 kcal/mol
gap between HOMO and LUMO: 0.350 Ha

Mulliken atomic charge list, values in e, 2 entries:
1. C 0.047
2. C 0.253

=====

Density functional theory data (ωB97M-V/def2-TZVPD) for one molecule with the formula C4H2O2 in a non-equilibrium geometry.

Structure (XYZ):
```
8
Properties=species:S:1:pos:R:3:forces:R:3
O -0.91686 2.47663 0.97412 0.8 -0.7 -0.4
C -0.19748 1.67667 0.52934 -0.5 0.6 0.2
H -1.28226 -0.66663 -0.83666 0.1 -0.2 0.2
O -0.57164 -2.09308 0.43616 0.0 0.2 -0.5
C 0.84319 -0.34184 -0.32122 0.1 0.0 0.0
C -0.44107 -1.12565 -0.26811 0.0 -0.1 0.3
H 1.77148 -0.85330 -0.58798 -0.2 0.1 0.1
C 0.79465 0.92721 0.07435 -0.2 0.0 0.1
```
Forces are in eV/Å.

E_tot: -8272.25989 eV
SMILES: O=C=C=CC=O
relative energy (zero: lowest compared OMol25 entry of this formula, charge and spin): 6.19 kcal/mol
gap between HOMO and LUMO: 0.306 Ha

Mulliken atomic charge list, values in e, 2 entries:
1. O -0.342
2. C 0.833

=====

Density functional theory data (ωB97M-V/def2-TZVPD) for C4H2O2Pb as an isolated structure in a non-equilibrium geometry.

Structure (XYZ):
```
9
Properties=species:S:1:pos:R:3:forces:R:3
C 0.56044 0.49614 0.79017 -1.6 4.2 -2.0
H 0.51830 -2.90438 0.25770 0.0 0.3 0.1
O -0.92339 -1.71483 -0.62935 1.1 -5.1 1.9
H -0.11237 2.71145 0.87656 0.1 -0.8 0.0
O -0.26733 2.03899 -1.08715 3.6 4.7 0.4
C 0.19490 -1.86432 0.11404 1.1 -0.5 0.6
C 0.93927 -0.77480 0.56513 -0.4 -0.3 0.0
Pb -0.94064 0.18185 -1.11509 -5.6 0.2 -3.7
C 0.03084 1.82990 0.22798 1.8 -2.8 2.8
```
Forces are in eV/Å.

charge: -1
spin multiplicity: 2
E_tot: -13516.25269 eV
gap between HOMO and LUMO (alpha / beta): 0.211 / 0.222 Ha

Mulliken atomic charge list, values in e, 2 entries:
1. C 0.213
2. H 0.372